No. 1
{"formula": "C9H7N2O3", "method": "the ωB97M-V functional and the def2-TZVPD basis", "e_tot_ha": -681.9221, "multiplicity": 1, "max_force_ev_per_a": 5.0, "e_lumo_ev": [-5.893, -5.789], "smiles": "O=NC1=C(c2c#[n+]ccc2)O[C@H](O)C1", "e_above_lowest_kj_mol": 233.8, "total_charge": 1, "homo_energy_ev": [-13.66, -12.83], "homo_lumo_gap_ev": [7.77, 7.04], "species": ["H", "N", "C", "C", "C", "H", "H", "H", "C", "C", "C", "C", "H", "H", "C", "N", "O", "O", "C", "O", "H"], "xyz": [[-4.81084, 0.22325, -0.48733], [0.24362, -2.30211, 0.02923], [-1.66981, 1.43917, 0.09671], [-1.71461, -0.89487, -0.10231], [-3.07154, 1.35924, -0.07669], [2.84138, -1.67338, -0.63649], [-3.69091, 2.25585, -0.09753], [3.20248, 1.83050, -0.78295], [-0.96877, 0.23532, 0.12364], [2.48683, -1.08987, 0.17522], [0.42686, 0.08907, 0.11381], [-3.72998, 0.13464, -0.18227], [2.72679, -1.69020, 1.08150], [-1.16495, 2.40682, 0.18148], [0.95484, -1.20306, -0.03035], [-2.96480, -0.97336, -0.26437], [3.42268, 0.92918, -0.78059], [1.32172, 1.01453, 0.28953], [2.75490, 0.38598, 0.23498], [0.32770, -3.43820, -0.09303], [3.07641, 0.96146, 1.20781]], "atomic_forces_ev_per_a": [[1.14, -1.08, 0.78], [-2.25, 4.38, -0.75], [-1.37, 0.21, -0.01], [-0.98, -0.87, 0.16], [0.41, 0.57, 0.75], [1.42, 0.20, -0.98], [0.35, -0.12, 0.00], [0.07, 2.38, -0.23], [-0.40, 1.43, -0.51], [-1.39, -1.77, 0.90], [0.79, -0.29, 0.56], [0.24, 1.38, -1.58], [0.12, 0.86, -0.34], [-0.17, -0.41, -0.04], [2.35, -0.20, 1.19], [0.01, -0.69, 0.33], [0.10, -2.34, -1.25], [-1.22, -0.99, -0.88], [0.06, 2.21, 3.03], [0.89, -2.67, 0.10], [-0.20, -2.16, -1.20]]}

---

No. 2
{"formula": "C16H30EuNOP", "method": "the ωB97M-V functional and the def2-TZVPD basis", "e_tot_ha": -1809.1846, "multiplicity": 8, "max_force_ev_per_a": 1.9, "e_lumo_ev": [0.235, 0.158], "total_charge": 0, "homo_energy_ev": [-6.41, -7.00], "homo_lumo_gap_ev": [6.65, 7.16], "species": ["H", "H", "H", "H", "H", "H", "C", "H", "P", "H", "C", "H", "H", "H", "H", "H", "H", "H", "H", "C", "H", "C", "Eu", "H", "H", "N", "H", "H", "C", "C", "C", "C", "C", "H", "C", "H", "C", "O", "C", "H", "C", "H", "H", "C", "H", "H", "H", "C", "H", "C"], "xyz": [[0.28040, -1.97274, 2.64389], [1.11636, 1.11529, 3.82512], [3.25370, 1.06253, 0.30828], [3.74541, -2.82164, 1.07755], [0.43512, 2.29262, 4.96996], [0.76032, 3.75805, -3.14256], [3.87346, -1.76357, 0.82863], [4.05235, -1.20585, 1.75326], [2.34893, -1.16268, 0.04136], [-3.60091, -0.75141, -1.00003], [0.70474, 2.86124, -2.54528], [-0.11940, -1.51839, -2.79809], [-2.75908, 1.09028, -1.69047], [-1.42602, -0.35801, -3.23591], [-2.13076, 3.14834, 3.44587], [-1.54699, -2.03614, -3.68576], [2.21530, -3.15657, -1.27551], [-2.07249, 2.63497, 5.13201], [-1.12695, 0.44976, 4.45751], [0.35790, 1.89954, 3.95197], [-3.77466, -2.69792, -1.41128], [1.79201, 1.10295, -1.30079], [-0.47302, -0.52105, 0.80948], [-2.59156, -1.05198, 0.30036], [-3.15087, 1.78824, 4.01945], [-1.87632, -1.76499, -1.61394], [0.52537, 2.71425, 3.23212], [3.45673, -2.02840, -1.91354], [-2.03651, 0.70100, -0.96842], [-2.51477, -0.73483, -0.79856], [1.89526, 2.30226, -2.04182], [0.55293, 0.52276, -1.09707], [2.97142, 0.47551, -0.58757], [-0.13707, -2.50089, 2.20691], [2.44286, -2.11001, -1.50515], [3.86717, 0.32427, -1.21173], [-0.64314, 1.13088, -1.45820], [-1.18714, 0.80078, 2.47137], [-1.20712, -1.37834, -2.87987], [-2.36985, -3.81555, -1.33198], [-2.16990, 2.27370, 4.10590], [1.71786, -1.76262, -2.24300], [-2.94074, -3.15920, -2.87149], [-0.54698, 2.29799, -2.25321], [-1.46349, 2.78067, -2.60745], [4.71740, -1.63557, 0.14070], [2.86456, 2.77456, -2.20733], [-2.78858, -2.92680, -1.81442], [-2.25865, 1.22093, -0.00407], [-1.03461, 1.31174, 3.77286]], "atomic_forces_ev_per_a": [[-0.88, -1.31, -0.78], [-0.12, 0.22, -0.08], [0.00, -0.08, -0.45], [0.17, 0.10, 0.01], [0.25, 0.10, -0.04], [-0.07, 0.13, -0.07], [0.29, -0.16, 0.07], [0.07, -0.10, -0.12], [0.08, 0.71, -0.08], [0.17, 0.35, -0.15], [0.19, -0.54, 0.35], [-0.46, 0.35, -0.04], [0.26, 0.41, 0.11], [0.17, -0.35, 0.40], [-0.08, -0.15, -0.02], [-0.01, -0.03, 0.18], [0.15, 0.03, -0.17], [-0.02, 0.04, 0.09], [0.06, 0.16, 0.27], [-0.27, 0.22, 0.26], [-0.03, -0.16, 0.22], [0.18, 1.52, -0.82], [0.45, -0.18, 1.26], [0.22, 0.04, -1.05], [0.31, 0.06, -0.14], [-0.19, -0.45, -0.41], [0.02, -0.24, 0.16], [-0.16, -0.12, -0.03], [-0.61, 0.95, -0.20], [-1.37, -1.06, 0.07], [-0.68, -0.65, 0.18], [-0.26, -0.71, 0.90], [-0.22, -0.32, 0.35], [0.94, 0.90, 1.18], [-0.06, -0.48, -0.19], [-0.21, 0.13, 0.16], [0.97, 1.31, -0.96], [0.39, -0.08, -0.04], [-0.01, -0.02, -0.23], [-0.27, 0.02, 0.00], [0.19, 0.27, 0.16], [0.18, 0.07, 0.18], [0.16, 0.11, 0.08], [-0.12, -0.19, 0.33], [0.29, 0.01, 0.00], [0.04, -0.13, 0.26], [-0.26, 0.02, -0.04], [0.60, 0.28, 0.35], [0.05, -0.11, -0.54], [-0.47, -0.88, -0.89]]}

---

No. 3
{"formula": "C5H9FO", "method": "the ωB97M-V functional and the def2-TZVPD basis", "e_tot_ha": -370.8189, "multiplicity": 1, "max_force_ev_per_a": 4.3, "e_lumo_ev": [-0.721, -0.722], "e_above_lowest_kj_mol": 511.0, "total_charge": 0, "homo_energy_ev": [-8.98, -8.98], "homo_lumo_gap_ev": [8.26, 8.25], "species": ["H", "O", "C", "H", "C", "H", "H", "H", "C", "F", "H", "C", "H", "H", "H", "C"], "xyz": [[-2.93570, 0.41366, -0.74811], [-0.88497, 0.77575, -0.46220], [1.91669, 0.25176, 0.18448], [-0.58032, -1.71215, 0.02835], [0.40648, -1.88934, -0.05265], [3.11612, 1.98145, -0.11128], [1.77597, 1.99857, 1.13059], [-2.02148, -0.57468, 0.49262], [-2.13378, 0.44276, -0.00884], [3.16077, -0.32259, 0.24808], [-2.23863, 1.08412, 0.84131], [0.90422, -0.52407, -0.05589], [0.63634, -2.37097, -1.07293], [1.30899, 2.12788, -0.56962], [0.75523, -2.57742, 0.75948], [2.03911, 1.76087, 0.11579]], "atomic_forces_ev_per_a": [[0.10, 0.13, -0.07], [3.46, -0.68, -1.09], [1.15, 1.29, -1.67], [-3.96, -0.24, 0.28], [3.83, -1.18, -1.68], [-1.24, 0.06, 0.13], [0.07, 1.12, 0.40], [-0.81, 0.44, -0.56], [1.77, -2.00, 1.69], [-0.50, -0.40, 0.44], [-1.39, 0.64, 0.58], [-2.33, 0.63, 0.30], [-0.52, 0.58, 1.50], [-0.30, 0.52, -0.41], [-0.15, 0.93, -0.52], [0.81, -1.83, 0.69]]}